Entry a
DFT (ωB97M-V with the def2-TZVPD basis set) results for an isolated molecule of C4H7FN2.

```
! wB97M-V def2-TZVPD RIJCOSX def2/J DEFGRID3
* xyz 0 1
C 0.90 0.65 -1.16
C -0.34 0.72 -0.82
C -0.69 0.49 0.55
C -1.20 -0.99 0.78
N 0.28 -2.49 0.12
N -0.18 -1.96 1.15
F -1.86 -1.34 -0.40
H 1.17 0.50 -2.15
H 1.79 0.77 -0.63
H -1.20 0.86 -1.50
H 0.19 0.83 1.22
H -1.50 1.19 0.91
H -1.92 -0.95 1.67
H 1.06 -3.11 0.38
*
```

Computed properties:
Kohn-Sham gap ... 10.0 eV
Structure (SMILES) ... [H]/N=N/[C@H](F)CC=C


Entry b
DFT (ωB97M-V with the def2-TZVPD basis set) results for an isolated molecule of C4H7FN2.

```
! wB97M-V def2-TZVPD RIJCOSX def2/J DEFGRID3
* xyz 0 1
C -1.08 0.62 0.80
C 0.48 -1.35 -0.11
C 1.52 -0.31 -0.28
C 1.28 0.78 -1.00
H -0.21 1.37 0.60
H -2.00 1.20 0.95
H -0.73 0.01 1.71
H -2.51 -0.43 0.12
H 0.92 -2.44 -0.18
H 0.39 1.05 -1.56
H 1.93 1.81 -0.98
N -1.56 -0.34 -0.32
N -0.78 -1.42 -0.48
F 2.36 -0.55 0.72
*
```

Computed properties:
Kohn-Sham gap ... 9.3 eV
Structure (SMILES) ... C=C(F)/C=N\NC


Unit: eV. Relative energies: entry a 0.000; entry b 1.347.


Entry a
DFT (ωB97M-V with the def2-TZVPD basis set) results for an isolated molecule of C2H3ClF2S.

```
! wB97M-V def2-TZVPD RIJCOSX def2/J DEFGRID3
* xyz 0 1
C -0.40 0.11 -0.33
C -1.52 -0.77 -0.11
F -1.87 -1.57 -1.07
F -1.55 -1.36 1.14
S 1.11 -0.87 -0.19
Cl -3.22 0.65 0.06
H -0.47 0.53 -1.31
H -0.28 0.94 0.53
H 1.41 -0.48 1.12
*
```

Computed properties:
Kohn-Sham gap ... 9.8 eV
Structure (SMILES) ... FC(F)(Cl)CS


Entry b
DFT (ωB97M-V with the def2-TZVPD basis set) results for a cluster of 2 separate species, C2H3ClF2S in total.

```
! wB97M-V def2-TZVPD RIJCOSX def2/J DEFGRID3
* xyz 0 1
C 1.53 0.29 1.08
C 1.11 -0.28 0.01
F 1.64 -0.20 -1.21
F 0.12 -1.18 0.05
S -2.22 -0.26 -1.67
Cl -1.83 1.04 -0.14
H -3.66 -0.47 -1.38
H 2.33 1.03 1.14
H 0.97 0.02 2.12
*
```

Computed properties:
Kohn-Sham gap ... 9.3 eV
Structure (SMILES) ... C=C(F)F.SCl


Unit: eV. Relative energies: entry a 0.000; entry b 0.691.


Entry a
DFT (ωB97M-V with the def2-TZVPD basis set) results for a cluster of 2 separate species, C3H3Cl2O2 in total.

```
! wB97M-V def2-TZVPD RIJCOSX def2/J DEFGRID3
* xyz -1 1
C 1.71 -0.14 0.76
C 0.48 0.59 0.09
C -1.52 0.27 0.72
O 2.60 -0.43 -0.09
O 1.74 -0.22 1.97
Cl -1.94 -1.38 0.30
Cl -2.60 1.41 -0.03
H 0.34 1.67 0.10
H 0.56 0.36 -0.91
H -1.56 0.54 1.80
*
```

Computed properties:
Kohn-Sham gap ... 7.7 eV


Entry b
DFT (ωB97M-V with the def2-TZVPD basis set) results for a structure of composition C3H3Cl2O2.

```
! wB97M-V def2-TZVPD RIJCOSX def2/J DEFGRID3
* xyz -1 1
C -0.34 0.24 -1.41
C -0.11 -0.74 1.12
C 0.40 0.70 -0.04
O -0.43 1.15 -2.25
O -0.82 -0.91 -1.33
Cl -0.08 2.19 0.61
Cl 2.08 0.36 -0.27
H -1.24 -0.65 1.25
H 0.09 -1.56 0.39
H 0.44 -0.78 1.94
*
```

Computed properties:
Kohn-Sham gap ... 7.9 eV


Unit: eV. Relative energies: entry a 0.688; entry b 0.000.